(1)
Below is a structure of composition C15H24BO2Pt, with properties calculated with ωB97M-V/def2-TZVPD.

F_max: 0.0143 Eh/bohr
Expectation value of S²: 6.01
2S+1: 5
Orbital gap (spin up / spin down): 9.08 / 7.97 eV
Net charge: +3

Geometry as XYZ:
```
43
C15H24BO2Pt | the Open Molecules 2025 dataset | ωB97M-V/def2-TZVPD
Pt 0.0023 0.0852 -0.0155
C -2.6968 2.4308 0.5841
C -1.3097 2.1772 0.1058
C -1.0380 1.8648 -1.2556
C 0.2856 1.7817 -1.7681
C 0.5488 1.6198 -3.2262
C 1.3554 1.8522 -0.8305
C 1.1455 2.1677 0.5423
C 2.2937 2.4015 1.4644
C -0.2000 2.2365 0.9970
H -3.1328 1.5067 0.9804
H -3.3337 2.7769 -0.2279
H -2.6933 3.1605 1.3934
H -1.8705 1.7652 -1.9443
H 0.6619 0.5589 -3.4746
H 1.4769 2.1195 -3.5024
H -0.2756 2.0139 -3.8176
H 2.3732 1.7445 -1.1906
H 2.6527 1.4500 1.8714
H 1.9995 3.0324 2.3010
H 3.1239 2.8594 0.9274
H -0.3847 2.4257 2.0493
C 0.7701 -4.6298 -0.9440
C -0.4710 -4.2060 -0.2243
C -1.6420 -5.1042 -0.2361
O -0.7856 -2.8556 -0.4189
B -0.0486 -2.0365 0.3684
O 0.6609 -2.5580 1.3976
C 0.2896 -3.8766 1.6862
C -0.9624 -3.9703 2.4996
C 1.4226 -4.7612 2.0209
H 0.4770 -4.6037 -2.0016
H 1.0429 -5.6499 -0.6840
H 1.6170 -3.9629 -0.7949
H -1.9191 -5.2119 -1.2937
H -2.4992 -4.7016 0.2972
H -1.3839 -6.0961 0.1335
H -1.7829 -3.3648 2.1197
H -0.6609 -3.5861 3.4828
H -1.2778 -5.0050 2.6120
H 2.2918 -4.6063 1.3868
H 1.1212 -5.8083 2.0197
H 1.7025 -4.5036 3.0514
```

Löwdin population analysis, charges in e, atoms 1 to 2: number 1, Pt, carries 1.2473; number 2, C, carries 0.0291

---

(2)
Below is a structure of composition C15H24Cl2MnN3OS2, with properties calculated with ωB97M-V/def2-TZVPD.

F_max: 0.0122 Eh/bohr
Expectation value of S²: 1.10
2S+1: 2
Orbital gap (spin up / spin down): 5.80 / 5.91 eV
Net charge: +3

Geometry as XYZ:
```
48
C15H24Cl2MnN3OS2 | the Open Molecules 2025 dataset | ωB97M-V/def2-TZVPD
Mn -0.4549 1.1231 0.1344
Cl -0.0024 0.1922 -1.9793
C 1.7507 0.1718 -2.0135
C 2.4016 -0.3301 -3.1016
C 3.8019 -0.3115 -3.0753
C 4.5055 0.2019 -1.9922
C 3.8281 0.7110 -0.8983
Cl 4.6861 1.3368 0.4383
C 2.4225 0.7015 -0.8993
S 1.5419 1.2992 0.4601
H 1.8632 -0.7363 -3.9482
H 4.3467 -0.7114 -3.9206
H 5.5875 0.2063 -1.9893
C -0.5492 4.8814 -2.5206
N -0.0404 5.2038 -1.1725
C 1.0382 6.2120 -1.1565
C -0.4276 4.5695 -0.0847
S -1.3056 3.0120 -0.3360
N -0.3272 5.0646 1.1359
C -0.3910 4.2660 2.3637
C -0.3769 6.5213 1.3978
H -0.4810 5.7829 -3.1243
H -1.5898 4.5751 -2.4912
H 0.0582 4.1060 -2.9881
H 1.6868 6.0059 -2.0063
H 1.6205 6.1370 -0.2446
H 0.6438 7.2209 -1.2647
H -0.1619 3.2241 2.1744
H -1.3794 4.3476 2.8173
H 0.3476 4.6595 3.0610
H -0.7329 7.0579 0.5259
H 0.5949 6.9044 1.7043
H -1.0848 6.6796 2.2096
C -2.3797 -2.1005 3.9830
N -2.3414 -1.1807 2.8278
C -3.5831 -1.0302 2.0461
C -1.2468 -0.5862 2.4851
C 0.0180 -0.7624 3.2537
O -1.2574 0.1836 1.4196
H -3.3736 -2.5299 4.0447
H -2.1763 -1.5659 4.9091
H -1.6605 -2.9076 3.8587
H -4.4295 -1.1129 2.7211
H -3.6502 -1.8226 1.3008
H -3.6130 -0.0633 1.5588
H -0.1685 -0.7994 4.3246
H 0.7089 0.0507 3.0459
H 0.4923 -1.7062 2.9698
```

Löwdin population analysis, charges in e, atoms 1 to 2: number 1, Mn, carries 0.0996; number 2, Cl, carries 0.8885

---

What electronic energy values result from the calculations? In sequence: -879.43438; -3692.16653 Eh.